{"formula": "C22H42Br6O10S5", "method": "ωB97M-V/def2-TZVPD", "charge": -1, "s_squared": 0.755, "relative_energy_kj_mol": 39.5, "homo_ha": [-0.057, -0.214], "spin_multiplicity": 2, "species": ["Br", "Br", "Br", "Br", "Br", "Br", "S", "S", "S", "S", "S", "O", "O", "O", "O", "O", "O", "O", "O", "O", "O", "C", "C", "C", "C", "C", "C", "C", "C", "C", "C", "C", "C", "C", "C", "C", "C", "C", "C", "C", "C", "C", "C", "H", "H", "H", "H", "H", "H", "H", "H", "H", "H", "H", "H", "H", "H", "H", "H", "H", "H", "H", "H", "H", "H", "H", "H", "H", "H", "H", "H", "H", "H", "H", "H", "H", "H", "H", "H", "H", "H", "H", "H", "H", "H"], "positions_angstrom": [[9.0240, -16.9239, 4.0801], [4.0051, -19.1144, 0.9868], [5.4717, -19.7433, 3.8178], [5.9450, -16.4802, 3.3049], [7.4073, -19.6763, 1.1354], [8.1953, -14.3711, 2.0170], [5.4461, -14.8316, -0.6677], [9.9568, -15.7849, -3.1106], [11.8269, -11.9448, 2.7601], [12.2160, -18.5737, 7.2976], [3.3609, -12.5933, 5.1945], [3.2005, -11.3362, 5.9492], [6.2254, -15.8994, -0.0431], [2.2845, -13.5728, 4.9904], [4.9222, -13.6398, 0.0067], [13.0769, -12.7878, 2.7705], [12.4442, -18.9390, 5.8978], [8.6470, -15.4543, -3.5323], [11.1520, -11.7285, 1.4294], [10.7620, -16.7207, -3.8767], [11.6453, -19.5392, 8.2762], [11.0512, -13.8501, -1.4117], [11.7046, -15.8297, 7.4942], [3.5919, -15.3701, -2.6823], [5.9237, -14.4254, -2.4086], [9.9737, -16.1547, -1.1813], [4.2762, -12.1227, 3.5856], [13.3109, -16.1487, 7.4241], [10.7273, -12.0461, 5.3254], [5.5250, -20.0820, 1.8609], [11.0767, -14.3354, -2.9094], [11.9511, -10.9482, 5.2919], [5.7774, -12.4049, 3.8236], [6.0793, -12.7991, 5.2596], [12.1119, -10.3991, 3.8033], [11.0035, -17.1780, 7.2787], [3.7599, -15.5950, -1.1771], [4.8628, -13.4073, 5.9012], [10.9797, -15.1050, -0.6182], [10.8099, -12.8471, 4.0364], [13.5224, -17.5257, 8.0581], [7.8233, -16.2420, 2.6382], [4.5446, -14.3256, -3.1439], [13.0981, -10.0841, 3.4624], [3.6564, -16.6381, -0.8781], [10.5612, -14.8771, 0.3621], [9.7714, -11.5223, 5.3259], [5.9595, -13.3476, 3.3077], [12.9349, -11.3215, 5.5760], [2.6167, -15.0392, -3.0396], [11.4810, -15.1691, 6.6565], [10.1461, -13.3059, -1.1422], [7.8863, -16.9376, 1.8014], [10.0300, -17.1714, -0.7924], [10.8604, -13.6271, -3.7092], [3.8246, -16.3559, -3.0849], [9.8711, -12.6804, 3.5082], [10.4550, -17.3718, 8.2006], [3.8913, -12.7330, 2.7687], [10.5928, -12.5086, 6.3032], [14.5100, -17.9751, 7.9546], [4.0188, -13.3954, -2.9281], [6.4791, -11.6863, 3.4000], [11.5477, -15.3172, 8.4433], [11.3508, -9.6869, 3.4842], [11.8802, -13.1782, -1.1896], [11.8557, -10.0979, 5.9671], [4.5888, -14.3675, -4.2322], [13.6351, -16.1678, 6.3836], [11.8661, -15.6980, -0.3929], [10.2881, -17.3716, 6.4795], [6.5731, -13.5523, -2.4719], [9.0437, -15.8532, -0.6994], [6.5118, -15.2813, -2.7396], [5.4010, -21.1279, 1.5804], [3.0166, -14.9516, -0.7063], [4.8636, -14.4511, 5.5873], [6.8253, -13.5907, 5.3310], [14.0706, -15.4348, 7.7424], [6.3142, -11.9454, 5.8953], [10.8633, -13.9326, 4.1191], [12.0715, -14.7226, -3.1295], [4.8876, -13.4585, 6.9897], [13.1975, -17.5396, 9.0985], [4.0878, -11.0619, 3.4201]], "mulliken_charge": [-0.064, -0.308, -0.283, -0.017, -0.376, 0.087, 1.137, 0.967, 1.070, 1.058, 1.059, -0.659, -0.349, -0.632, -0.727, -0.677, -0.604, -0.539, -0.609, -0.692, -0.661, -0.325, 0.019, -0.628, -0.589, -0.242, -0.780, -0.779, -0.530, -0.295, -0.934, -0.813, 0.296, -0.405, -0.749, -0.335, -0.493, -0.830, -0.356, -0.113, -0.732, -0.061, -0.687, 0.441, 0.083, 0.000, 0.237, -0.661, 0.306, 0.314, -0.241, 0.170, 0.136, 0.522, 0.472, 0.276, -0.399, 0.294, 0.342, 0.417, 0.465, 0.315, 0.532, 0.417, 0.355, 0.412, 0.439, 0.369, 0.317, 0.313, -0.081, 0.452, -0.159, 0.310, 0.314, 0.335, 0.270, 0.213, 0.461, 0.306, 0.537, 0.384, 0.498, 0.311, 0.386]}

=====

{"formula": "C22H42Cl3MgN2O3SSi", "method": "ωB97M-V/def2-TZVPD", "charge": -1, "relative_energy_kj_mol": 0.0, "homo_ha": -0.185, "species": ["Cl", "Cl", "Cl", "S", "Si", "Mg", "O", "O", "O", "N", "N", "C", "C", "C", "C", "C", "C", "C", "C", "C", "C", "C", "C", "C", "C", "C", "C", "C", "C", "C", "C", "C", "C", "H", "H", "H", "H", "H", "H", "H", "H", "H", "H", "H", "H", "H", "H", "H", "H", "H", "H", "H", "H", "H", "H", "H", "H", "H", "H", "H", "H", "H", "H", "H", "H", "H", "H", "H", "H", "H", "H", "H", "H", "H", "H"], "positions_angstrom": [[5.9066, 3.8755, -1.2107], [-1.3368, 0.7253, -2.2547], [1.2609, 2.1926, 0.0562], [-2.2822, 3.2893, 0.0318], [4.5153, 5.3973, -0.9057], [-0.5577, 0.6432, 0.0121], [-0.4874, 0.6731, 2.1167], [-2.6329, -0.0040, 0.6436], [0.0573, -1.2471, -0.0264], [1.0367, -0.9223, 2.7639], [-4.2957, -1.5707, 0.2933], [2.2189, -0.3115, 2.1898], [2.0163, -3.7953, -0.6660], [-2.3568, -4.6538, 0.4364], [-0.8990, -3.2572, -0.8934], [-1.4419, -3.8016, -2.0572], [3.4288, -4.2667, -0.5585], [1.1927, -2.2910, 3.2288], [1.6390, -2.5945, -1.1253], [2.5636, -1.5484, -1.6719], [-2.8304, -5.2620, -0.7295], [-4.8299, -1.5207, 1.6489], [-0.1729, -0.3235, 2.7896], [-2.3966, 4.8979, 0.7922], [2.9945, 4.8734, -1.8559], [-2.3842, -4.8297, -1.9830], [5.2670, 6.9892, -1.5715], [-3.9178, 3.1318, -0.6531], [4.2825, 5.5163, 0.9497], [-3.2340, -0.8351, -0.0751], [-1.3724, -3.6659, 0.3558], [-5.0334, -2.3915, -0.6609], [0.1734, -2.1499, -1.0178], [-0.8897, -0.8382, 3.4622], [3.6115, -1.8049, -1.4932], [4.1624, -3.5152, -0.8708], [-4.5504, -2.3297, -1.6415], [-0.9810, -3.1846, 1.2541], [5.2355, 5.7693, 1.4351], [-3.2558, 4.9580, 1.4677], [2.5713, 3.9450, -1.4399], [3.6635, -4.5549, 0.4751], [-0.0201, -1.6316, -1.9834], [2.5806, -0.9334, 1.3601], [0.2957, -2.5969, 3.7801], [2.2208, 5.6511, -1.8069], [3.5483, 6.2922, 1.2033], [2.4248, -1.4495, -2.7597], [3.2544, 4.7070, -2.9108], [4.5669, 7.8286, -1.4615], [3.9263, 4.5568, 1.3463], [-4.1065, 2.0625, -0.7782], [6.1884, 7.2433, -1.0295], [1.2578, -4.5264, -0.3721], [-5.8912, -1.2422, 1.6091], [-2.7400, -4.9472, 1.4167], [-2.7705, -5.2888, -2.8974], [2.0680, -2.3589, 3.8894], [2.3381, -0.5692, -1.2251], [-1.1020, -3.4003, -3.0187], [-2.4538, 5.6620, 0.0094], [3.5801, -5.1636, -1.1734], [-4.7707, -2.5140, 2.1156], [-2.8959, -1.0015, -1.1113], [-4.2702, -0.7976, 2.2421], [-6.0727, -2.0365, -0.7376], [-3.5698, -6.0633, -0.6594], [1.9931, 0.6925, 1.8172], [-1.4727, 5.0439, 1.3639], [-3.9096, 3.6035, -1.6413], [2.9987, -0.2781, 2.9621], [5.5147, 6.8893, -2.6367], [-5.0536, -3.4421, -0.3385], [1.3512, -2.9826, 2.3834], [-4.6672, 3.5835, 0.0017]], "mulliken_charge": [-0.353, -0.648, -0.836, 0.391, 0.510, 0.939, -0.655, -0.833, -0.097, 0.362, 0.486, -0.710, 0.117, -0.609, -0.040, -0.144, -1.443, -0.835, 0.446, -1.406, -0.486, -1.024, 0.083, -0.998, -0.583, -0.645, -0.934, -0.696, -0.869, -0.020, 0.114, -1.068, -0.137, 0.238, 0.390, 0.353, 0.285, 0.165, 0.266, 0.277, 0.008, 0.270, 0.354, 0.153, 0.295, 0.278, 0.310, 0.308, 0.270, 0.323, 0.246, 0.038, 0.252, 0.321, 0.334, 0.382, 0.346, 0.348, 0.106, 0.404, 0.291, 0.293, 0.278, 0.253, 0.287, 0.353, 0.359, 0.130, 0.295, 0.293, 0.386, 0.250, 0.375, 0.135, 0.325]}

=====

{"formula": "C22H42Cl3N2O4SSiZn", "method": "ωB97M-V/def2-TZVPD", "charge": -1, "homo_ha": -0.185, "species": ["Zn", "Cl", "Cl", "Cl", "S", "Si", "O", "O", "O", "O", "N", "N", "C", "C", "C", "C", "C", "C", "C", "C", "C", "C", "C", "C", "C", "C", "C", "C", "C", "C", "C", "C", "C", "C", "H", "H", "H", "H", "H", "H", "H", "H", "H", "H", "H", "H", "H", "H", "H", "H", "H", "H", "H", "H", "H", "H", "H", "H", "H", "H", "H", "H", "H", "H", "H", "H", "H", "H", "H", "H", "H", "H", "H", "H", "H", "H"], "positions_angstrom": [[1.6573, -0.4802, 0.2129], [3.5979, 0.4495, -0.2791], [0.4677, -0.4155, 2.6581], [1.3604, -2.6993, 0.4731], [-1.1695, 1.2249, 6.1786], [-0.6512, 0.5223, -1.4341], [0.8246, -0.3859, -1.7398], [-3.0914, -1.7947, 2.3803], [-2.4250, 1.3290, 5.3675], [1.0225, 1.7851, 0.9504], [-1.3888, -3.3448, 2.4568], [-0.1328, 3.4752, 2.0216], [-0.1793, 4.9218, 1.9406], [-1.6804, -3.9247, 1.1696], [2.1616, -1.7597, -3.3298], [1.7852, -0.3625, -2.8485], [2.0137, -2.1393, -4.6166], [-1.4779, 1.8834, 7.8250], [1.5636, 2.5808, -5.2497], [-0.2362, 1.0539, -5.7545], [0.9979, 2.8511, 1.5776], [-0.8954, -0.5012, 6.6026], [2.8866, -2.6674, -2.3986], [2.3658, -3.4797, -5.1653], [-2.0000, 0.1620, -2.7011], [-0.2935, -3.9148, 3.2187], [-1.4763, -0.1999, 0.0609], [0.2145, 0.2001, -4.7479], [1.9766, 1.7582, -4.1984], [-2.1741, -2.3634, 2.9718], [0.4465, 2.2368, -6.0253], [1.3087, 0.5547, -3.9565], [-1.4057, 2.7776, 2.2000], [-0.2040, 2.3168, -1.6548], [1.9209, 3.4178, 1.8368], [-0.2626, -0.9292, 5.8165], [-1.7455, -5.0163, 1.2658], [-1.0716, 5.2718, 2.4675], [-1.0057, 1.2479, 8.5777], [-0.7939, 2.9429, -0.9700], [-2.6228, -3.5195, 0.7938], [-0.3027, -3.4574, 4.2138], [-2.1087, 3.4955, 2.6300], [1.8770, -4.3023, -4.6223], [2.0200, -3.5249, -6.2077], [2.5986, -2.5006, -1.3495], [-1.8960, -2.1008, 4.0105], [0.1212, 2.8766, -6.8462], [0.6671, -3.7053, 2.7329], [-0.3939, -0.5179, 7.5755], [-0.9466, 0.0515, 0.9931], [-0.8655, -3.6856, 0.4633], [-2.5582, 1.9401, 7.9778], [-2.9688, 0.3639, -2.2142], [2.1198, 3.4988, -5.4564], [3.9788, -2.5212, -2.4765], [-0.4374, 2.6284, -2.6856], [2.6470, -3.7130, -2.6312], [-1.8733, -0.9918, 6.6378], [0.7212, 5.3400, 2.4064], [-1.0259, 2.8821, 7.8568], [3.4501, -3.6728, -5.1698], [-1.8158, 2.4350, 1.2393], [-1.9377, 0.7929, -3.5992], [-2.5097, 0.1480, 0.1798], [-0.2445, 5.2784, 0.8982], [2.8193, 2.0167, -3.5478], [-1.9875, -0.8963, -2.9960], [1.6726, -1.4432, -5.3771], [-1.2865, 1.9461, 2.8910], [-1.1186, 0.7683, -6.3313], [0.8613, 2.5056, -1.4619], [-0.2704, -0.7619, -4.5773], [-0.4218, -5.0015, 3.3073], [2.7102, 0.0582, -2.4207], [-1.4830, -1.2953, 0.0032]], "mulliken_charge": [0.525, -0.588, -0.524, -0.758, 0.700, 1.441, 0.379, -0.643, -0.634, -0.271, 0.340, 0.292, -0.988, -0.986, 0.046, 0.290, 0.150, -0.918, -0.750, -0.998, -0.399, -0.936, -0.814, -1.552, -1.433, -0.721, -0.241, -0.338, -0.175, 0.520, -0.524, 0.050, -0.469, -1.267, 0.311, 0.167, 0.352, 0.326, 0.311, 0.398, 0.297, 0.174, 0.427, 0.329, 0.374, -0.342, -0.090, 0.387, 0.199, 0.487, -0.426, 0.156, 0.246, 0.428, 0.373, 0.193, 0.365, 0.401, 0.257, 0.342, 0.298, 0.312, 0.022, 0.315, 0.547, 0.297, 0.370, 0.313, 0.415, 0.050, 0.393, 0.273, 0.786, 0.343, 0.203, -0.182]}